1.
Formula: C20H30As2CaF15NO17
Source: the Open Molecules 2025 dataset
Level of theory: ωB97M-V with the def2-TZVPD basis set

Results
HOMO level	-1.9	eV
largest force on an atom	0.0829	hartree/bohr
2S+1	1
LUMO	3.39	eV
charge	-2
energy relative to the best compared isomer or geometry (same formula, charge and spin)	1.089	eV

The geometry in XYZ format:
```
86
Properties=species:S:1:pos:R:3:mulliken_charge:R:1
Ca -0.094 0.149 -0.460 1.6552
As -1.304 2.451 -3.804 2.0163
F 0.223 3.229 -3.445 -0.4787
F -2.254 3.744 -3.124 -0.4821
F -2.872 1.666 -4.164 -0.5394
F -0.515 1.088 -4.480 -0.4272
F -1.294 1.596 -2.238 -0.6084
F -1.196 3.293 -5.377 -0.5604
As -1.809 3.545 1.527 2.1550
F -1.341 3.033 3.143 -0.5031
F -2.829 4.757 2.289 -0.5306
F -2.199 4.176 -0.052 -0.4689
F -0.834 2.204 0.849 -0.4422
F -3.148 2.419 1.418 -0.5365
F -0.368 4.531 1.436 -0.5138
C 2.987 0.380 -2.223 0.1528
O 3.505 -0.076 -3.515 -0.2622
O 1.675 0.031 -2.340 -0.7805
C 3.868 -0.150 -1.080 0.5432
F 3.222 -0.259 0.092 -0.1559
F 4.356 -1.419 -1.345 -0.3671
F 4.958 0.618 -0.875 -0.3318
C 4.619 0.583 -4.117 -0.3096
C 5.984 0.213 -3.539 -1.1162
H 6.683 0.698 -4.245 0.4524
H 6.305 0.699 -2.621 0.2641
H 6.274 -0.836 -3.579 0.2284
H 4.518 1.668 -4.013 0.2749
H 4.594 0.221 -5.144 0.3012
H 2.974 1.481 -2.139 0.1611
N -1.571 -1.860 -3.189 0.6474
O -0.683 -2.033 -4.064 -0.6204
O -1.321 -1.121 -2.204 -0.4574
O -2.678 -2.429 -3.365 -0.7580
C 4.961 4.158 1.947 -1.5389
C 3.468 4.099 1.784 0.6443
C 2.935 4.835 0.601 -0.5985
O 2.059 3.918 -0.051 -0.2111
C 2.124 2.729 0.605 0.2463
O 1.561 1.720 0.333 0.6671
O 2.988 2.781 1.613 -0.3391
H 5.439 3.909 0.991 0.3310
H 5.448 3.467 2.636 0.3186
H 5.341 5.147 2.208 0.3855
H 3.086 4.570 2.697 0.1680
H 3.759 5.118 -0.062 0.3033
H 2.382 5.746 0.828 0.3103
C -2.241 0.384 5.439 -1.1846
C -0.849 -0.148 5.113 0.2662
C -0.744 -1.634 4.804 -0.5252
O 0.154 -1.677 3.674 -0.3805
C 0.075 -0.492 3.049 0.0102
O 0.489 -0.280 1.958 -0.3560
O -0.521 0.413 3.842 -0.1608
H -2.399 0.072 6.476 0.4154
H -2.978 -0.081 4.787 0.1838
H -2.284 1.461 5.293 0.2558
H -0.077 0.134 5.833 0.3390
H -1.660 -2.169 4.568 0.3199
H -0.218 -2.010 5.683 0.2959
C -1.961 -5.737 -1.404 -1.4152
C -0.577 -5.349 -0.861 0.4190
C 0.458 -5.059 -1.953 -0.4608
O 0.699 -3.675 -1.713 -0.3065
C 0.201 -3.279 -0.507 0.7673
O 0.567 -2.290 0.028 -0.4105
O -0.761 -4.165 -0.144 -0.2872
H -2.434 -4.931 -1.965 0.2534
H -2.690 -6.109 -0.681 0.3324
H -1.797 -6.609 -2.050 0.4316
H -0.231 -6.146 -0.192 0.2072
H -0.002 -5.210 -2.928 0.3807
H 1.388 -5.608 -1.817 0.2308
C -6.370 -0.979 0.344 -1.5331
C -5.208 -1.368 1.220 0.3658
C -4.558 -2.751 0.912 -0.5247
O -3.230 -2.395 0.563 -0.1497
C -3.041 -1.089 0.704 -0.1503
O -1.984 -0.574 0.466 0.2657
O -4.150 -0.443 0.932 -0.1936
H -6.100 -0.982 -0.713 0.3848
H -6.680 0.019 0.652 0.3642
H -7.204 -1.678 0.432 0.4168
H -5.444 -1.323 2.285 0.2297
H -5.053 -3.198 0.046 0.3081
H -4.566 -3.525 1.680 0.3070
```

***

2.
Formula: C20H30ClO2Ru
Source: the Open Molecules 2025 dataset
Level of theory: ωB97M-V with the def2-TZVPD basis set

Results
HOMO level (spin up / spin down)	-10.9 / -12.0	eV
expectation value of S²	6.035
largest force on an atom	0.0608	hartree/bohr
2S+1	5
LUMO (spin up / spin down)	-3.06 / -5.67	eV
charge	+1
energy relative to the best compared isomer or geometry (same formula, charge and spin)	0.914	eV

The geometry in XYZ format:
```
54
Properties=species:S:1:pos:R:3:nbo_charge:R:1
O 1.017 -1.825 -0.230 -0.5642
C 0.926 -3.256 -0.013 -0.0693
C 2.355 -3.338 -0.586 -0.4286
H 0.080 -3.630 -0.598 0.1934
H 0.828 -3.519 1.052 0.1686
C 2.486 -1.806 -0.242 0.2602
H 2.356 -3.407 -1.690 0.2149
H 3.112 -4.034 -0.175 0.2152
C 3.048 -0.901 -1.338 -0.6441
H 2.293 -0.674 -2.116 0.2336
H 3.884 -1.368 -1.874 0.2379
H 3.375 0.034 -0.844 0.1973
C 2.905 -1.379 1.186 -0.6372
H 2.173 -1.687 1.954 0.2167
H 2.938 -0.274 1.249 0.1914
H 3.889 -1.737 1.567 0.2308
Ru -0.954 1.843 1.276 1.0103
C -0.079 1.627 3.800 -0.1783
C -1.422 1.570 3.244 -0.3566
C -1.608 0.186 2.780 -0.3444
H -2.204 2.277 3.483 0.2840
C -0.409 -0.535 3.096 -0.1215
C 0.479 0.342 3.768 -0.2628
H 1.404 0.071 4.271 0.2455
H 0.405 2.539 4.154 0.2334
H -2.562 -0.245 2.454 0.2611
H -0.293 -1.610 2.974 0.2427
C 0.225 3.660 1.805 -0.3223
C 1.306 2.727 1.733 -0.1574
C 1.290 2.085 0.453 -0.2551
H 2.007 2.468 2.521 0.2606
C 0.242 2.687 -0.321 -0.2838
C -0.398 3.706 0.503 -0.2817
H -1.186 4.393 0.209 0.2813
H -0.128 4.233 2.664 0.2686
H 1.915 1.240 0.126 0.2755
H -0.003 2.437 -1.347 0.2793
O -1.378 -0.491 -1.807 -0.5562
C -0.505 -1.034 -2.898 -0.0842
C -1.340 -1.756 -3.972 -0.4378
H 0.258 -1.702 -2.485 0.2118
H -0.027 -0.157 -3.399 0.1616
C -2.773 -1.197 -3.761 -0.4307
H -1.335 -2.852 -3.863 0.2151
H -0.973 -1.501 -4.981 0.2231
C -2.613 -0.233 -2.552 -0.0853
H -3.472 -2.013 -3.505 0.2154
H -3.142 -0.662 -4.656 0.2240
H -3.522 -0.260 -1.910 0.1925
H -2.491 0.790 -2.977 0.1562
Cl -3.769 3.079 1.322 -0.0006
C -2.736 1.941 0.462 -0.5756
H -3.120 0.927 0.624 0.2396
H -2.754 2.223 -0.592 0.2361
```

***

3.
Formula: C20H30F12Na3O15P2
Source: the Open Molecules 2025 dataset
Level of theory: ωB97M-V with the def2-TZVPD basis set

Results
HOMO level	-11.9	eV
largest force on an atom	0.0379	hartree/bohr
2S+1	1
LUMO	-5.76	eV
charge	+1

The geometry in XYZ format:
```
82
Properties=species:S:1:pos:R:3:mulliken_charge:R:1
Na 13.128 14.866 -11.639 0.9635
Na 14.718 14.259 -17.230 0.8734
Na 17.203 12.994 -14.766 0.9262
P 15.401 16.301 -14.444 1.6351
F 14.488 15.013 -14.941 -0.4497
F 14.073 17.179 -14.295 -0.2846
F 15.146 15.777 -12.883 -0.4912
F 16.294 17.477 -13.920 -0.3736
F 16.706 15.349 -14.558 -0.5236
F 15.538 16.705 -15.982 -0.3911
P 18.146 14.838 -17.934 1.3676
F 19.306 14.179 -17.058 -0.3826
F 19.120 15.541 -18.960 -0.3561
F 18.069 13.516 -18.857 -0.3554
F 16.798 15.417 -18.684 -0.4185
F 17.040 14.070 -16.920 -0.4628
F 18.132 16.101 -16.974 -0.2269
C 13.545 20.292 -13.233 -1.0816
C 13.497 21.729 -13.621 0.5269
C 14.719 22.244 -14.387 -0.3563
O 14.193 23.120 -15.358 -0.3405
C 12.838 22.948 -15.419 0.6222
O 12.123 23.568 -16.121 -0.5097
O 12.458 21.943 -14.595 -0.3520
H 12.596 19.994 -12.782 0.3863
H 14.351 20.064 -12.530 0.4603
H 13.769 19.603 -14.047 -0.1775
H 13.277 22.362 -12.759 0.3547
H 15.327 21.440 -14.817 0.1039
H 15.409 22.728 -13.688 0.3866
C 17.510 14.470 -8.282 -1.4460
C 17.251 14.835 -9.725 0.8441
C 18.153 15.974 -10.217 -0.6230
O 18.554 15.533 -11.532 -0.2101
C 18.276 14.239 -11.664 0.7509
O 18.569 13.607 -12.638 -0.6245
O 17.641 13.737 -10.585 -0.3886
H 17.662 15.350 -7.656 0.3816
H 18.309 13.757 -8.104 0.3607
H 16.607 13.996 -7.876 0.3618
H 16.219 15.119 -9.938 -0.0089
H 19.037 16.168 -9.611 0.2981
H 17.641 16.926 -10.347 0.3360
C 20.391 15.751 -14.526 -0.9679
C 20.921 16.979 -15.190 0.5771
C 20.727 18.295 -14.446 -0.3914
O 21.925 19.026 -14.803 -0.3864
C 22.897 18.147 -15.129 0.5573
O 24.039 18.407 -15.288 -0.5184
O 22.375 16.896 -15.230 -0.4531
H 20.791 14.841 -14.970 0.4015
H 19.312 15.649 -14.659 -0.0742
H 20.633 15.747 -13.463 0.4297
H 20.667 17.150 -16.239 0.2361
H 20.802 18.193 -13.360 0.3068
H 19.875 18.886 -14.762 0.2579
C 14.254 20.198 -17.657 -0.9792
C 15.624 19.600 -17.457 1.3494
C 16.167 18.830 -18.692 0.1013
O 17.367 19.484 -19.039 -0.3613
C 17.567 20.568 -18.251 0.5144
O 18.459 21.335 -18.347 -0.5300
O 16.574 20.677 -17.329 -0.4251
H 13.534 19.369 -17.709 0.2914
H 14.247 20.777 -18.577 0.5540
H 13.911 20.809 -16.824 -0.3737
H 15.717 18.960 -16.580 -0.4491
H 15.391 18.939 -19.456 0.2683
H 16.353 17.783 -18.467 -0.0640
C 11.918 16.377 -16.321 -0.9294
C 10.763 17.287 -15.958 0.3742
C 11.283 18.653 -15.430 0.6427
O 10.553 19.627 -16.122 -0.3679
C 9.782 19.031 -17.075 0.5221
O 9.008 19.572 -17.777 -0.4886
O 10.066 17.704 -17.123 -0.4322
H 11.647 15.627 -17.070 0.4692
H 12.281 15.909 -15.411 0.2216
H 12.661 17.013 -16.803 0.1540
H 10.072 16.861 -15.229 0.3005
H 12.346 18.813 -15.628 -0.6449
H 11.184 18.694 -14.342 0.2024
```